No. 1
# C4H8O2

A molecular structure, C4H8O2 (ωB97M-V/def2-TZVPD, the Open Molecules 2025 dataset).

Last column: natural (NBO) charge in e.
CARTESIAN COORDINATES (ANGSTROEM)
1 C -2.09 0.51 0.70  -0.69
2 C -0.63 0.21 0.55  0.21
3 C 1.18 -1.28 -0.86  -0.34
4 O 1.89 -0.39 0.04  -0.56
5 C 1.37 0.77 -0.48  0.18
6 O 0.13 1.14 0.08  -0.42
7 H -2.67 -0.41 0.67  0.23
8 H -2.31 1.01 1.66  0.23
9 H -2.43 1.17 -0.10  0.23
10 H -0.17 -0.63 1.07  0.18
11 H 0.68 -2.10 -0.33  0.17
12 H 1.88 -1.68 -1.61  0.18
13 H 2.03 1.64 -0.46  0.18
14 H 0.87 0.00 -1.46  0.21

Computed properties:
E_LUMO (alpha / beta) in eV: 0.2 / 0.7
Kohn-Sham gap (alpha / beta) in eV: 7.4 / 8.2
Molar mass in g/mol: 88.106
HOMO (alpha / beta) in eV: -7.2 / -7.5


No. 2
# C4H8O2

A gas-phase ion, C4H8O2 (charge +1) in a non-equilibrium geometry (ωB97M-V/def2-TZVPD, the Open Molecules 2025 dataset).

Last column: natural (NBO) charge in e.
CARTESIAN COORDINATES (ANGSTROEM)
1 O -2.87 1.07 -0.24  0.02
2 C -2.30 0.29 0.57  0.45
3 C -1.02 -0.33 0.36  -0.57
4 C 0.33 0.49 0.27  -0.37
5 C 1.29 -0.20 -0.63  -0.08
6 O 2.56 0.45 -0.99  -0.69
7 H -2.77 0.10 1.59  0.31
8 H -1.01 -0.99 -0.56  0.32
9 H -0.82 -1.11 1.07  0.28
10 H 0.78 0.49 1.20  0.23
11 H 0.15 1.41 -0.17  0.23
12 H 1.54 -1.20 -0.21  0.18
13 H 0.88 -0.35 -1.62  0.19
14 H 3.26 -0.12 -0.66  0.48

Computed properties:
Charge: +1
E_LUMO (alpha / beta) in eV: -6.9 / -10.0
Spin multiplicity: 2
Kohn-Sham gap (alpha / beta) in eV: 7.4 / 4.4
Molar mass in g/mol: 88.106
HOMO (alpha / beta) in eV: -14.4 / -14.3


No. 3
# C4H8O2S

A single C4H8O2S molecule in a non-equilibrium geometry (ωB97M-V/def2-TZVPD, the Open Molecules 2025 dataset).

Last column: natural (NBO) charge in e.
CARTESIAN COORDINATES (ANGSTROEM)
1 O -0.64 -0.77 1.90  -0.72
2 C -1.30 -1.08 0.71  -0.09
3 C -0.64 -0.57 -0.57  -0.06
4 O 0.68 -1.09 -0.71  -0.53
5 C 1.69 -0.21 -0.16  -0.09
6 C 1.27 1.21 -0.43  -0.56
7 S -0.53 1.23 -0.51  0.15
8 H -0.60 0.19 2.01  0.47
9 H -2.35 -0.72 0.70  0.16
10 H -1.30 -2.20 0.60  0.19
11 H -1.20 -0.88 -1.46  0.21
12 H 1.66 -0.48 0.94  0.19
13 H 2.71 -0.39 -0.53  0.20
14 H 1.54 1.91 0.34  0.23
15 H 1.68 1.52 -1.40  0.22

Computed properties:
Structure (SMILES): OC[C@@H]1OCCS1
E_LUMO in eV: 0.8
Kohn-Sham gap in eV: 9.7
Molar mass in g/mol: 120.173
HOMO in eV: -9.0


No. 4
# C4H8O2S

A single C4H8O2S molecule in a non-equilibrium geometry (ωB97M-V/def2-TZVPD, the Open Molecules 2025 dataset).

Last column: natural (NBO) charge in e.
CARTESIAN COORDINATES (ANGSTROEM)
1 C 2.39 1.10 1.32  -0.64
2 C -0.27 -0.15 -0.98  0.09
3 C 0.99 0.49 1.03  -0.07
4 C -2.62 -1.42 -1.17  -0.75
5 O -0.68 0.32 -2.23  -0.58
6 O 0.61 0.74 -0.38  -0.57
7 S -1.96 0.33 -1.11  0.75
8 H 2.39 2.12 1.77  0.21
9 H 2.87 1.13 0.32  0.24
10 H 2.95 0.50 2.04  0.22
11 H 1.08 -0.68 1.02  0.19
12 H 0.09 0.79 1.69  0.18
13 H -2.81 -1.56 -0.16  0.23
14 H -1.69 -1.97 -1.24  0.26
15 H -3.33 -1.73 -1.94  0.24

Computed properties:
E_LUMO in eV: 0.4
Kohn-Sham gap in eV: 7.9
Molar mass in g/mol: 120.173
HOMO in eV: -7.5


No. 5
# C4H8O2S

A single C4H8O2S molecule in a non-equilibrium geometry (ωB97M-V/def2-TZVPD, the Open Molecules 2025 dataset).

Last column: natural (NBO) charge in e.
CARTESIAN COORDINATES (ANGSTROEM)
1 O 2.86 -0.72 1.42  -0.59
2 C 2.07 -0.16 0.71  0.80
3 O 2.38 1.00 0.08  -0.69
4 C 0.63 -0.56 0.55  -0.51
5 C -0.21 0.32 -0.40  -0.41
6 C -1.60 -0.29 -0.52  -0.50
7 S -2.74 0.92 -1.31  -0.06
8 H 3.23 1.25 0.46  0.50
9 H 0.59 -1.59 0.17  0.23
10 H 0.20 -0.63 1.55  0.24
11 H 0.30 0.30 -1.36  0.22
12 H -0.28 1.32 0.03  0.22
13 H -1.59 -1.13 -1.20  0.21
14 H -2.01 -0.61 0.44  0.22
15 H -3.84 0.59 -0.63  0.12

Computed properties:
Structure (SMILES): O=C(O)CCCS
E_LUMO in eV: 0.7
Kohn-Sham gap in eV: 9.9
Molar mass in g/mol: 120.173
HOMO in eV: -9.2


No. 6
# C4H8O2S2

A single C4H8O2S2 molecule in a non-equilibrium geometry (ωB97M-V/def2-TZVPD, the Open Molecules 2025 dataset).

Last column: natural (NBO) charge in e.
CARTESIAN COORDINATES (ANGSTROEM)
1 O -1.64 -1.86 -0.75  -0.74
2 C -0.37 -1.52 -0.11  -0.09
3 C -0.25 -0.16 0.27  -0.23
4 S -1.43 0.29 1.58  -0.06
5 C 0.21 0.97 -0.63  0.10
6 O -0.29 2.23 -0.56  -0.68
7 C 1.09 0.49 0.53  -0.37
8 S 2.60 -0.58 0.57  -0.06
9 H -2.42 -1.92 -0.02  0.48
10 H -0.31 -2.09 0.78  0.18
11 H 0.41 -1.85 -0.84  0.21
12 H -2.37 1.22 0.62  0.18
13 H 0.59 0.69 -1.64  0.20
14 H -0.55 2.49 -1.63  0.49
15 H 1.11 1.14 1.43  0.25
16 H 3.63 0.43 0.38  0.15

Computed properties:
Structure (SMILES): OC[C@]1(S)[C@@H](O)[C@@H]1S
E_LUMO in eV: 0.2
Kohn-Sham gap in eV: 9.1
Molar mass in g/mol: 152.240
HOMO in eV: -8.9


No. 7
# C4H8O2Se

A single C4H8O2Se molecule in a non-equilibrium geometry (ωB97M-V/def2-TZVPD, the Open Molecules 2025 dataset).

Last column: natural (NBO) charge in e.
CARTESIAN COORDINATES (ANGSTROEM)
1 O -0.45 1.06 1.36  -0.71
2 C -0.42 0.72 0.04  0.05
3 C -0.47 -0.78 -0.11  -0.46
4 C 0.62 -1.43 0.62  -0.52
5 Se 2.21 -0.33 0.04  0.11
6 C 0.93 1.22 -0.47  0.01
7 O 1.28 2.47 0.02  -0.71
8 H -1.27 0.88 1.80  0.47
9 H -1.23 1.18 -0.51  0.17
10 H -0.78 -0.99 -1.19  0.23
11 H -1.37 -1.13 0.52  0.21
12 H 0.58 -1.20 1.65  0.23
13 H 0.91 -2.53 0.43  0.24
14 H 0.80 1.23 -1.60  0.17
15 H 2.05 2.93 -0.48  0.49

Computed properties:
Structure (SMILES): O[C@@H]1CC[Se][C@@H]1O
E_LUMO in eV: 0.6
Kohn-Sham gap in eV: 8.7
Molar mass in g/mol: 167.066
HOMO in eV: -8.1


No. 8
# C4H8O3

2 unconnected molecules or ions with the total composition C4H8O3 in a non-equilibrium geometry (ωB97M-V/def2-TZVPD, the Open Molecules 2025 dataset).

Last column: natural (NBO) charge in e.
CARTESIAN COORDINATES (ANGSTROEM)
1 O 2.10 -1.28 -1.59  -0.60
2 C 1.36 -0.36 -1.28  0.44
3 C 0.20 -0.47 -0.35  -0.54
4 C -1.15 0.14 -0.93  -0.47
5 C -2.03 0.79 0.08  0.02
6 O -2.09 2.06 0.24  -0.78
7 H 1.54 0.65 -1.69  0.08
8 H 0.53 0.18 0.47  0.24
9 H 0.16 -1.50 -0.04  0.20
10 H -0.82 0.91 -1.63  0.19
11 H -1.62 -0.69 -1.47  0.18
12 H -2.53 0.11 0.79  0.06
13 H 1.59 -1.44 2.73  0.46
14 H 1.83 0.02 3.08  0.46
15 O 1.14 -0.60 2.81  -0.94

Computed properties:
Charge: -1
E_LUMO (alpha / beta) in eV: 3.3 / 3.2
Spin multiplicity: 2
Kohn-Sham gap (alpha / beta) in eV: 2.9 / 6.4
Molar mass in g/mol: 104.105
HOMO (alpha / beta) in eV: 0.4 / -3.2


No. 9
# C4H8O3

2 unconnected molecules or ions with the total composition C4H8O3 in a non-equilibrium geometry (ωB97M-V/def2-TZVPD, the Open Molecules 2025 dataset).

Last column: natural (NBO) charge in e.
CARTESIAN COORDINATES (ANGSTROEM)
1 O -0.15 0.37 2.98  -0.55
2 C -0.73 -0.42 2.27  0.45
3 C -0.22 -0.70 0.88  -0.55
4 C 1.18 -0.13 0.53  -0.50
5 C 1.28 0.80 -0.65  0.03
6 O 0.80 0.51 -1.81  -0.85
7 H -1.70 -0.87 2.54  0.09
8 H -0.87 -0.23 0.12  0.26
9 H -0.35 -1.79 0.70  0.20
10 H 1.62 0.37 1.40  0.21
11 H 1.85 -1.01 0.36  0.15
12 H 1.66 1.82 -0.44  0.07
13 H -1.64 1.13 -3.21  0.46
14 H -0.96 -0.03 -2.57  0.51
15 O -1.76 0.18 -3.10  -0.99

Computed properties:
Charge: -1
E_LUMO (alpha / beta) in eV: 3.8 / 3.7
Spin multiplicity: 2
Kohn-Sham gap (alpha / beta) in eV: 3.9 / 7.4
Molar mass in g/mol: 104.105
HOMO (alpha / beta) in eV: -0.2 / -3.7


No. 10
# C4H8O3

A single C4H8O3 molecule (ωB97M-V/def2-TZVPD, the Open Molecules 2025 dataset).

Last column: natural (NBO) charge in e.
CARTESIAN COORDINATES (ANGSTROEM)
1 O 1.05 -0.55 -0.93  -0.59
2 C 0.54 -0.49 0.17  0.61
3 C 1.38 -0.03 1.35  -0.17
4 O 2.65 0.35 0.95  -0.71
5 C -0.93 -0.80 0.38  -0.54
6 C -1.67 0.36 -0.31  -0.06
7 O -0.86 1.52 -0.26  -0.72
8 H 0.88 0.79 1.88  0.21
9 H 1.39 -0.90 2.03  0.18
10 H 2.72 0.10 0.01  0.49
11 H -1.14 -1.77 -0.08  0.24
12 H -1.18 -0.85 1.44  0.22
13 H -1.91 0.12 -1.35  0.18
14 H -2.61 0.61 0.20  0.19
15 H -0.27 1.46 -1.01  0.48

Computed properties:
Structure (SMILES): O=C(CO)CCO
E_LUMO in eV: 0.8
Kohn-Sham gap in eV: 11.1
Molar mass in g/mol: 104.105
HOMO in eV: -10.3


No. 11
# C4H8O3

A single C4H8O3 molecule (ωB97M-V/def2-TZVPD, the Open Molecules 2025 dataset).

Last column: natural (NBO) charge in e.
CARTESIAN COORDINATES (ANGSTROEM)
1 C 1.83 -0.09 1.57  -0.25
2 O 0.84 0.91 1.66  -0.51
3 C -0.41 0.50 1.19  -0.16
4 C -0.51 0.52 -0.33  0.75
5 O -0.27 1.49 -1.01  -0.58
6 O -0.95 -0.65 -0.84  -0.50
7 C -1.20 -0.60 -2.25  -0.27
8 H 2.74 0.33 2.00  0.20
9 H 2.02 -0.38 0.53  0.17
10 H 1.54 -0.99 2.14  0.17
11 H -0.70 -0.49 1.59  0.18
12 H -1.13 1.24 1.54  0.22
13 H -2.01 0.11 -2.46  0.19
14 H -0.31 -0.29 -2.79  0.20
15 H -1.50 -1.61 -2.53  0.20

Computed properties:
Structure (SMILES): COCC(=O)OC
E_LUMO in eV: 0.9
Kohn-Sham gap in eV: 10.9
Molar mass in g/mol: 104.105
HOMO in eV: -10.0


No. 12
# C4H8O3

A single C4H8O3 molecule (ωB97M-V/def2-TZVPD, the Open Molecules 2025 dataset).

Last column: natural (NBO) charge in e.
CARTESIAN COORDINATES (ANGSTROEM)
1 C -0.69 -1.24 -1.05  -0.63
2 C -0.09 -1.12 0.35  -0.41
3 C 0.13 0.30 0.91  -0.02
4 O 1.00 0.26 2.01  -0.71
5 C 0.72 1.24 -0.14  0.77
6 O 1.89 1.55 -0.14  -0.58
7 O -0.12 1.69 -1.08  -0.66
8 H -0.09 -0.73 -1.81  0.22
9 H -1.72 -0.85 -1.11  0.19
10 H -0.75 -2.29 -1.34  0.23
11 H -0.71 -1.65 1.08  0.22
12 H 0.89 -1.61 0.37  0.22
13 H -0.82 0.73 1.24  0.18
14 H 1.85 0.59 1.68  0.49
15 H -0.99 1.31 -0.95  0.49

Computed properties:
Structure (SMILES): CC[C@@H](O)C(=O)O
E_LUMO in eV: 0.6
Kohn-Sham gap in eV: 11.2
Molar mass in g/mol: 104.105
HOMO in eV: -10.6


No. 13
# C4H8O3

A molecular structure, C4H8O3 in a non-equilibrium geometry (ωB97M-V/def2-TZVPD, the Open Molecules 2025 dataset).

Last column: natural (NBO) charge in e.
CARTESIAN COORDINATES (ANGSTROEM)
1 O -1.14 1.78 0.24  -0.74
2 C -1.34 0.61 -0.49  -0.03
3 C -0.78 -0.64 0.14  -0.54
4 C 0.73 -0.62 0.07  0.58
5 O 1.32 -0.98 -0.93  -0.56
6 C 1.48 -0.07 1.26  -0.17
7 O 2.86 -0.10 1.05  -0.71
8 H -2.19 1.48 0.12  0.50
9 H -1.16 0.72 -1.56  0.20
10 H -2.58 0.46 -0.45  0.10
11 H -1.16 -1.49 -0.43  0.24
12 H -1.13 -0.69 1.18  0.23
13 H 1.11 0.96 1.42  0.21
14 H 1.21 -0.65 2.15  0.19
15 H 2.98 -0.43 0.14  0.49

Computed properties:
E_LUMO in eV: 0.4
Kohn-Sham gap in eV: 10.6
Molar mass in g/mol: 104.105
HOMO in eV: -10.3


No. 14
# C4H8O3

A single C4H8O3 molecule (ωB97M-V/def2-TZVPD, the Open Molecules 2025 dataset).

Last column: natural (NBO) charge in e.
CARTESIAN COORDINATES (ANGSTROEM)
1 C 0.55 0.38 2.55  -0.27
2 O 0.37 -0.44 1.39  -0.49
3 C 0.08 0.24 0.28  0.77
4 O -0.13 1.44 0.26  -0.62
5 C 0.17 -0.56 -1.01  0.00
6 C -1.14 -0.57 -1.78  -0.63
7 O 1.19 0.07 -1.76  -0.70
8 H 1.41 1.04 2.40  0.20
9 H 0.74 -0.31 3.37  0.20
10 H -0.34 0.99 2.74  0.20
11 H 0.51 -1.58 -0.80  0.20
12 H -1.92 -1.14 -1.26  0.21
13 H -0.96 -1.03 -2.76  0.23
14 H -1.50 0.45 -1.93  0.22
15 H 0.97 1.02 -1.71  0.48

Computed properties:
Structure (SMILES): COC(=O)[C@@H](C)O
E_LUMO in eV: 0.9
Kohn-Sham gap in eV: 11.3
Molar mass in g/mol: 104.105
HOMO in eV: -10.4


No. 15
# C4H8O3

2 unconnected molecules or ions with the total composition C4H8O3 (ωB97M-V/def2-TZVPD, the Open Molecules 2025 dataset).

Last column: natural (NBO) charge in e.
CARTESIAN COORDINATES (ANGSTROEM)
1 O 2.24 -0.04 0.67  -0.68
2 C 1.64 -0.55 -0.43  0.07
3 C 0.68 -1.48 -0.36  -0.01
4 O 0.24 -1.93 0.86  -0.74
5 H 1.86 -0.52 1.43  0.49
6 H 2.04 -0.16 -1.35  0.19
7 H 0.23 -1.91 -1.25  0.18
8 H -0.36 -1.22 1.23  0.50
9 C -1.63 1.04 -0.62  -0.73
10 C -0.67 1.18 0.53  0.47
11 O -0.65 0.47 1.51  -0.58
12 H -2.27 1.92 -0.66  0.24
13 H -1.08 0.99 -1.56  0.24
14 H -2.25 0.15 -0.51  0.23
15 H -0.02 2.07 0.51  0.13

Computed properties:
Structure (SMILES): O/C=C\O.CC=O
E_LUMO in eV: 0.9
Kohn-Sham gap in eV: 9.5
Molar mass in g/mol: 104.105
HOMO in eV: -8.6


No. 16
# C4H8O3

3 unconnected molecules or ions with the total composition C4H8O3 (ωB97M-V/def2-TZVPD, the Open Molecules 2025 dataset).

Last column: natural (NBO) charge in e.
CARTESIAN COORDINATES (ANGSTROEM)
1 C -1.31 2.11 -1.16  -0.73
2 C 0.27 -0.34 -1.09  0.25
3 O 1.13 -1.22 -0.98  -0.63
4 C -0.57 0.14 -0.04  -0.15
5 O 0.33 -0.99 2.10  -0.62
6 C 1.10 -1.92 2.22  0.67
7 O 1.80 -2.48 1.26  -0.68
8 H -0.28 2.45 -1.07  0.23
9 H -1.99 2.76 -0.62  0.24
10 H -1.59 2.01 -2.21  0.23
11 H 0.01 0.03 -2.10  0.14
12 H 1.58 -2.00 0.41  0.52
13 H -1.52 1.07 -0.71  0.21
14 H -0.25 0.76 0.79  0.22
15 H 1.29 -2.40 3.19  0.11

Computed properties:
E_LUMO in eV: -0.4
Kohn-Sham gap in eV: 8.9
Molar mass in g/mol: 104.105
HOMO in eV: -9.3


No. 17
# C4H8O3

A single C4H8O3 molecule (ωB97M-V/def2-TZVPD, the Open Molecules 2025 dataset).

Last column: natural (NBO) charge in e.
CARTESIAN COORDINATES (ANGSTROEM)
1 C -1.01 -1.12 -1.93  -0.26
2 O -1.23 -0.80 -0.57  -0.51
3 C -0.58 0.32 -0.22  0.78
4 O -0.46 1.29 -0.93  -0.59
5 C 0.03 0.19 1.15  0.00
6 C 1.56 0.31 1.08  -0.63
7 O -0.54 1.18 1.97  -0.69
8 H -1.62 -0.52 -2.60  0.20
9 H -1.19 -2.19 -2.03  0.20
10 H 0.05 -0.89 -2.11  0.18
11 H -0.25 -0.79 1.55  0.20
12 H 2.02 -0.50 0.51  0.21
13 H 1.95 0.29 2.10  0.23
14 H 1.84 1.26 0.61  0.22
15 H -0.58 1.98 1.42  0.48

Computed properties:
Structure (SMILES): COC(=O)[C@@H](C)O
E_LUMO in eV: 0.8
Kohn-Sham gap in eV: 11.3
Molar mass in g/mol: 104.105
HOMO in eV: -10.4